The ion C2H6NS with charge -1 in a non-equilibrium geometry, computed with ωB97M-V/def2-TZVPD.

Each line ends with the Löwdin charge.
CARTESIAN COORDINATES (ANGSTROEM)
H 1.42904 1.10451 0.95193  0.021
H -1.00086 0.48866 -1.12696  0.010
H -1.00343 -0.55441 1.17621  0.082
H 0.61743 -1.17218 0.89027  0.085
S 0.98128 -0.40819 -2.04836  0.023
H 0.12334 1.70242 0.43057  0.078
C -0.05703 -0.33975 0.58748  -0.433
H -1.10135 -1.32412 -1.04850  0.033
C -0.43961 -0.43483 -0.92784  -0.832
N 0.45120 0.93790 1.11521  -0.067

LUMO energy   4.42 eV
Charge   -1
HOMO   -0.0829 hartree
ΔE to the lowest compared entry with this formula, charge and spin   37.3 kJ/mol
Frontier orbital gap   6.68 eV
Largest force on an atom   0.0555 hartree/bohr
SMILES   NCC[S-]

=====

A cluster of 2 separate species, C2H6NS in total in a non-equilibrium geometry, computed with ωB97M-V/def2-TZVPD.

Each line ends with the Löwdin charge.
CARTESIAN COORDINATES (ANGSTROEM)
H -1.57456 2.85861 0.85766  0.046
H 1.63345 -3.08118 -2.73260  -0.574
H 0.59378 -0.18627 -0.60707  0.134
H -2.11522 1.42434 1.76112  0.067
H -0.21997 -0.57019 1.07475  0.045
H 1.18364 0.36964 0.96942  0.075
C -1.44889 1.80172 0.98325  -0.108
N -0.45776 1.41000 0.35423  -0.106
C 0.22332 0.16981 0.47540  -0.154
S 2.18221 -4.19648 -3.13616  -0.426

LUMO energy   2.98 eV
Charge   -1
HOMO   -0.0843 hartree
ΔE to the lowest compared entry with this formula, charge and spin   159.3 kJ/mol
Frontier orbital gap   5.27 eV
Largest force on an atom   0.0662 hartree/bohr

=====

A cluster of 2 separate species, C2H6NS in total in a non-equilibrium geometry, computed with ωB97M-V/def2-TZVPD.

Each line ends with the Löwdin charge.
CARTESIAN COORDINATES (ANGSTROEM)
C 0.81964 0.06614 -1.14720  -0.530
H -1.33263 1.60794 2.55333  -0.493
H 1.33982 -0.13775 -2.11351  -0.053
H 0.37227 0.97862 -1.47667  0.021
H 1.60768 0.17469 -0.44878  -0.019
N -0.08997 -1.02123 -0.86172  -0.142
C -0.38874 -1.16577 0.40558  -0.386
H -0.86420 -2.07729 0.72644  -0.047
S -1.20626 1.89645 1.26229  -0.276
H -0.25761 -0.32180 1.10026  -0.076

LUMO energy (spin up / spin down)   7.15 / 6.96 eV
⟨S²⟩   0.751
2S+1   2
Charge   -2
HOMO (spin up / spin down)   0.1633 / 0.0117 hartree
ΔE to the lowest compared entry with this formula, charge and spin   122.7 kJ/mol
Frontier orbital gap (spin up / spin down)   2.71 / 6.64 eV
Largest force on an atom   0.0491 hartree/bohr

=====

A cluster of 2 separate species, C2H6NS in total in a non-equilibrium geometry, computed with ωB97M-V/def2-TZVPD.

Each line ends with the Löwdin charge.
CARTESIAN COORDINATES (ANGSTROEM)
H 2.93325 0.08453 -0.75293  0.141
H -4.01400 1.67416 -0.60163  0.004
H 1.34981 -1.50155 1.15829  0.138
C 1.99616 -0.69950 0.80764  0.242
N 2.27086 -0.57915 -0.46989  0.257
S -1.79353 0.91909 -0.75834  0.566
H -3.59835 0.37117 0.56110  -0.004
C -3.33925 0.88737 -0.34472  -0.550
H 2.45868 -0.10124 1.49786  0.096
H 1.73637 -1.05487 -1.09737  0.111

LUMO energy   -6.27 eV
Charge   +1
HOMO   -0.4393 hartree
ΔE to the lowest compared entry with this formula, charge and spin   139.3 kJ/mol
Frontier orbital gap   5.69 eV
Largest force on an atom   0.1115 hartree/bohr

=====

A cluster of 2 separate species, C2H6NS2 in total in a non-equilibrium geometry, computed with ωB97M-V/def2-TZVPD.

Each line ends with the Löwdin charge.
CARTESIAN COORDINATES (ANGSTROEM)
H -0.43551 1.46972 0.57863  0.100
N -0.22191 -0.56453 0.37175  -0.088
C 0.98478 -0.18969 -0.45666  -1.095
H 0.07588 -0.83650 1.32654  0.186
C -1.06016 0.61862 0.25351  -0.056
H -1.92994 0.45914 0.87228  0.118
H 0.00332 -0.01954 -2.12815  0.306
H -0.86362 -1.28270 0.10840  0.165
S 2.44798 -1.21001 -0.35511  0.634
H -1.19156 0.72207 -0.80485  0.054
S 2.19072 0.83341 0.23366  0.676

LUMO energy   -5.61 eV
Charge   +1
HOMO   -0.4990 hartree
ΔE to the lowest compared entry with this formula, charge and spin   395.2 kJ/mol
Frontier orbital gap   7.97 eV
Largest force on an atom   0.0782 hartree/bohr

=====

The molecule C2H6O in a non-equilibrium geometry, computed with ωB97M-V/def2-TZVPD.

Each line ends with the Löwdin charge.
CARTESIAN COORDINATES (ANGSTROEM)
H -2.19013 -0.31475 0.51316  0.120
C 0.99836 0.15363 -0.72465  -0.070
H 1.27457 -0.91834 -0.88620  0.091
O -0.44280 0.31986 -0.45869  -0.323
C -0.99700 -0.14447 0.71792  -0.188
H -0.98291 0.77146 1.48348  0.100
H 1.17752 0.71650 -1.70882  0.115
H -0.28530 -1.12702 0.98241  0.129
H 1.44769 0.54312 0.08139  0.027

LUMO energy   1.07 eV
HOMO   -0.3501 hartree
ΔE to the lowest compared entry with this formula, charge and spin   176.5 kJ/mol
Frontier orbital gap   10.60 eV
Largest force on an atom   0.0970 hartree/bohr
SMILES   COC

=====

A cluster of 2 separate species, C2H6O in total in a non-equilibrium geometry, computed with ωB97M-V/def2-TZVPD.

Each line ends with the Löwdin charge.
CARTESIAN COORDINATES (ANGSTROEM)
H 0.53942 -1.41187 -0.31912  0.047
C 0.60903 0.70739 -0.14323  -0.096
H 1.18183 1.59802 0.10852  0.054
H -1.48148 0.43958 0.71947  0.102
O -1.94314 -0.03054 -0.08812  -0.120
C 1.12001 -0.51823 -0.05776  -0.070
H -0.41809 0.86614 -0.47739  0.020
H -1.73525 -0.95300 -0.05511  0.017
H 2.12767 -0.69750 0.31275  0.045

LUMO energy   1.03 eV
HOMO   -0.3748 hartree
ΔE to the lowest compared entry with this formula, charge and spin   124.2 kJ/mol
Frontier orbital gap   11.23 eV
Largest force on an atom   0.0668 hartree/bohr
SMILES   C=C.O

=====

A cluster of 2 separate species, C2H6O2 in total in a non-equilibrium geometry, computed with ωB97M-V/def2-TZVPD.

Each line ends with the Löwdin charge.
CARTESIAN COORDINATES (ANGSTROEM)
O -1.12907 0.15541 1.84764  0.064
H 1.14720 -0.04724 2.67575  0.151
H -0.38398 -1.57156 -1.42666  0.051
C -0.13387 0.57867 1.32597  -0.355
H -0.36374 -0.44307 -2.60994  -0.001
O 1.25458 0.33342 1.71060  -0.037
H -0.23030 1.45162 0.60703  0.142
H 0.88729 -0.28274 -1.33477  0.026
C -0.16432 -0.47401 -1.55535  -0.061
H -0.88379 0.29950 -1.24028  0.021

LUMO energy   0.81 eV
HOMO   -0.4062 hartree
ΔE to the lowest compared entry with this formula, charge and spin   85.5 kJ/mol
Frontier orbital gap   11.87 eV
Largest force on an atom   0.0809 hartree/bohr
SMILES   O=CO.C

=====

The molecule C2H6O2 in a non-equilibrium geometry, computed with ωB97M-V/def2-TZVPD.

Each line ends with the Löwdin charge.
CARTESIAN COORDINATES (ANGSTROEM)
H 2.18140 0.36270 -0.69409  0.061
H 0.88385 1.43802 -0.10336  0.120
O 0.36645 -0.59757 -0.63162  -0.161
H 1.69210 -0.02569 1.05367  0.149
H -1.31323 -1.66187 -0.26313  0.174
C 1.26364 0.29410 -0.11811  -0.181
C -0.85260 -0.62735 0.08247  -0.243
H -0.68564 -0.75335 0.99779  0.042
H -1.81158 1.16169 0.03540  -0.015
O -1.72438 0.40932 -0.35903  0.055

LUMO energy   0.90 eV
HOMO   -0.3787 hartree
ΔE to the lowest compared entry with this formula, charge and spin   262.1 kJ/mol
Frontier orbital gap   11.20 eV
Largest force on an atom   0.1896 hartree/bohr
SMILES   COCO

=====

A cluster of 2 separate species, C2H6O2 in total, computed with ωB97M-V/def2-TZVPD.

Each line ends with the Löwdin charge.
CARTESIAN COORDINATES (ANGSTROEM)
H 1.59533 -1.17555 1.25162  0.119
H -0.93630 -1.28363 1.01027  0.090
H -0.15689 -2.03857 -0.37776  0.085
C 1.00882 -0.53015 0.56730  -0.287
H -0.83042 -0.36820 -0.51553  0.062
H -0.95584 2.18559 -1.44263  0.038
O 1.46356 0.54128 0.22608  0.023
O -0.89788 2.01024 -0.49686  -0.075
H 0.02489 1.73942 -0.35277  -0.002
C -0.31528 -1.08042 0.13027  -0.052

LUMO energy   0.98 eV
HOMO   -0.3795 hartree
ΔE to the lowest compared entry with this formula, charge and spin   30.1 kJ/mol
Frontier orbital gap   11.31 eV
Largest force on an atom   0.0096 hartree/bohr
SMILES   CC=O.O